# 1
Molecular formula: C23H30N3OSSi2W
Method: DFT, ωB97M-V/def2-TZVPD

Its charge is +1. The value obtained for the relative energy (zero: lowest compared OMol25 entry of this formula, charge and spin) is 17.18 kcal/mol. The calculation puts the HOMO-LUMO gap (spin up / spin down) at 5.9 / 5.9 eV. The total energy comes out at -59269.221 eV. The LUMO energy (spin up / spin down) comes out at -4.772 / -4.772 eV.

Each line ends with the Mulliken charge.
Atoms and positions in Å:
H 0.686 5.032 -1.409  0.44
H -1.065 -4.215 2.863  0.46
H -2.332 -2.323 -2.406  0.30
H 1.782 -1.838 0.726  0.42
H 2.738 5.937 -0.435  0.32
C 1.083 4.375 2.946  -1.05
O 0.180 -1.311 -1.394  -0.32
H 4.280 3.726 1.795  0.39
H -1.849 -3.595 -3.539  0.45
C 0.996 -4.820 3.029  -0.71
H 1.604 -3.993 -1.965  0.32
H 3.821 3.132 0.201  0.34
C 2.306 -4.556 2.658  -0.43
C 1.614 -3.313 -2.818  -1.02
H 1.659 4.991 3.639  0.36
H -5.658 0.852 -0.132  0.43
Si 0.110 -2.197 -2.817  0.13
H 0.295 -1.462 -5.178  0.40
H 0.080 4.798 2.879  0.34
N -2.013 -2.450 1.598  -0.64
H 2.521 -2.708 -2.764  0.31
C -0.648 1.989 -1.926  -0.25
H 0.780 -5.659 3.676  0.39
H 1.343 6.606 0.427  0.35
C -4.900 0.164 0.217  -0.74
C -1.555 -3.056 -2.636  -0.99
C 0.743 3.430 0.015  0.21
C -5.269 -0.960 0.958  -0.52
H -4.566 -2.719 1.987  0.51
S 0.519 1.077 1.624  -0.34
C 2.253 6.013 0.541  -1.12
H 1.100 -0.323 -4.101  0.33
C -0.041 -4.020 2.581  -0.25
C 3.472 3.262 1.227  -1.03
H 3.291 2.275 1.655  0.32
C -3.568 0.408 -0.077  -0.38
C 2.585 -3.481 1.828  -1.07
H -6.313 -1.138 1.178  0.40
C -4.307 -1.839 1.413  -0.42
N -0.801 -2.087 1.258  0.65
C 0.397 4.007 -1.212  0.10
C 1.557 -2.675 1.375  -0.15
W -0.489 -0.473 0.090  0.76
H 1.669 -3.912 -3.728  0.36
H 3.110 -5.186 3.015  0.41
H -1.515 -3.774 -1.814  0.28
H 1.003 3.377 3.377  0.35
H 3.606 -3.274 1.538  0.40
H -0.583 3.749 -3.121  0.42
N -0.327 1.403 -0.762  -0.05
C 0.212 -0.947 -4.219  -1.06
Si 1.907 4.312 1.260  0.29
C 0.233 -2.937 1.749  0.64
H -0.662 -0.295 -4.274  0.32
C -2.961 -1.590 1.126  0.31
C -2.559 -0.447 0.368  -0.14
H -3.313 1.290 -0.655  0.41
C 0.328 2.120 0.187  0.26
H -1.181 1.373 -2.636  0.71
H 2.926 6.576 1.190  0.33
C -0.309 3.298 -2.178  -1.25

Cartesian forces, eV/Å:
H 0.016 -0.015 -0.067
H 0.056 -0.066 0.038
H 0.003 0.026 -0.040
H 0.104 0.038 0.042
H 0.003 -0.009 0.005
C 0.130 0.022 -0.219
O 0.241 0.732 1.335
H -0.026 0.030 0.019
H -0.024 -0.007 0.021
C -0.089 -0.030 0.042
H -0.005 -0.001 0.005
H -0.016 0.017 -0.007
C 0.049 0.030 -0.031
C -0.342 0.184 0.045
H 0.032 0.010 -0.027
H -0.021 0.005 0.041
Si -0.140 -0.525 -0.763
H 0.001 -0.009 0.004
H 0.004 0.011 -0.013
N 2.127 0.074 -0.025
H -0.003 0.000 0.000
C -0.068 -0.079 0.078
H -0.025 0.015 0.004
H 0.004 -0.002 0.011
C -0.150 -0.218 0.101
C 0.451 0.048 -0.254
C 0.106 0.342 0.020
C -0.075 0.224 -0.203
H -0.025 0.042 0.070
S -0.008 -0.506 -0.590
C -0.127 -0.185 0.099
H 0.005 -0.013 0.001
C -0.130 0.022 -0.039
C -0.211 0.172 0.130
H 0.008 -0.007 -0.014
C 0.407 0.022 -0.289
C 0.055 -0.112 0.015
H 0.005 -0.015 0.009
C 0.371 -0.202 0.076
N -2.149 -1.768 1.526
C 0.020 -0.117 0.271
C -0.455 0.135 -0.051
W -0.044 0.420 -1.390
H -0.038 0.007 -0.003
H -0.006 -0.002 0.012
H 0.011 -0.004 0.003
H -0.012 -0.004 0.014
H -0.035 0.042 -0.026
H 0.015 0.007 0.002
N 0.079 1.695 -0.147
C -0.074 -0.266 0.285
Si 0.134 -0.043 -0.079
C 0.618 -0.431 0.007
H -0.029 -0.031 0.017
C -0.580 1.199 -0.272
C -0.059 -0.665 0.226
H 0.004 -0.016 0.014
C -0.042 -0.191 0.130
H -0.006 0.026 -0.049
H 0.003 -0.039 0.039
C -0.051 -0.019 -0.160

# 2
Molecular formula: CH5O2PS2
Method: DFT, ωB97M-V/def2-TZVPD

Its charge is 0. The value obtained for the relative energy (zero: lowest compared OMol25 entry of this formula, charge and spin) is 85.17 kcal/mol. The calculation puts the HOMO-LUMO gap (spin up / spin down) at 7.4 / 7.4 eV. The total energy comes out at -36170.337 eV. The LUMO energy (spin up / spin down) comes out at -1.565 / -1.564 eV.

Each line ends with the Mulliken charge.
Atoms and positions in Å:
P -1.142 -0.683 -0.569  0.29
H -0.990 -0.054 -2.970  0.18
H 1.574 -1.460 -1.741  0.11
H 1.317 1.377 1.277  0.32
S -1.024 0.873 -1.957  -0.18
H -1.505 1.110 1.178  0.34
H 0.567 -0.839 1.758  0.36
S 1.395 -2.061 -0.618  -0.41
O -0.213 -0.205 2.066  -0.50
C -0.525 0.517 0.944  -0.03
O 0.545 1.425 0.634  -0.47

Cartesian forces, eV/Å:
P 2.799 0.389 1.194
H -0.361 0.690 0.300
H 0.369 0.855 -1.384
H -1.827 -0.407 -0.962
S 0.468 -1.137 -0.515
H 1.703 -0.753 -0.367
H -2.151 1.597 0.959
S -2.349 0.384 1.507
O 2.146 -2.358 -0.911
C -0.726 1.166 -0.054
O -0.071 -0.425 0.233

# 3
Molecular formula: C4H13N3O
Method: DFT, ωB97M-V/def2-TZVPD

Its charge is 0. The value obtained for the relative energy (zero: lowest compared OMol25 entry of this formula, charge and spin) is 71.23 kcal/mol. The calculation puts the HOMO-LUMO gap at 9.3 eV. The total energy comes out at -10874.589 eV. The LUMO energy comes out at 0.506 eV.

Each line ends with the Mulliken charge.
Atoms and positions in Å:
O -1.052 1.035 -0.056  -0.53
C 0.164 -1.158 2.061  0.36
H -1.485 0.956 -2.708  0.25
H -0.059 1.833 -3.158  0.33
H 0.294 -0.568 -3.551  0.33
H 1.471 -2.592 2.446  0.36
H 1.005 -0.366 1.198  0.25
H -0.966 -0.845 3.619  0.30
H -1.600 -0.291 2.189  0.23
C 0.308 -0.188 -2.529  -1.13
C -0.412 1.780 -1.065  -0.55
H -0.923 2.743 -1.109  0.28
N 0.354 -1.138 0.762  -0.78
H 1.743 -1.254 3.325  0.26
N -0.758 -0.428 2.731  -0.41
N 1.020 -1.862 2.970  -0.61
H -0.531 0.242 0.188  0.41
H 1.346 -0.068 -2.235  0.29
C -0.447 1.128 -2.433  -0.24
H -0.115 -0.931 -1.852  0.29
H 0.641 1.972 -0.792  0.29

Cartesian forces, eV/Å:
O -0.446 0.326 0.108
C 0.007 -0.573 0.963
H -0.270 0.006 -0.009
H 0.206 0.277 -0.219
H -0.050 -0.088 0.043
H 0.285 -0.121 -0.244
H 0.787 -0.348 -2.193
H -0.025 0.168 0.538
H 0.080 0.701 -0.191
C -0.060 -0.011 0.138
C 0.292 -0.002 0.120
H 0.048 0.054 0.003
N 0.519 0.978 1.307
H 0.002 0.158 0.448
N -0.939 -1.063 -0.043
N -0.364 -0.064 -0.253
H -0.009 -0.238 -0.390
H 0.265 0.078 0.028
C -0.174 -0.254 -0.001
H -0.039 -0.032 -0.130
H -0.116 0.048 -0.023

- Which value of charge does entry 3 give?
  0

- Which formula does entry 1 have?
  C23H30N3OSSi2W